Entry 1:
49
Properties=species:S:1:pos:R:3:forces:R:3 method="wB97M-V/def2-TZVPD" gap_ev="2.205 / 8.471" s_squared=0.751 multiplicity=2 e_homo_ev="0.08 / -6.27" total_charge=-1
H -0.2289 -3.9662 1.2956 0.9 0.0 -0.5
H 3.0190 -1.2276 2.3403 0.0 0.3 0.0
H -0.3544 2.9395 2.2875 0.3 0.1 1.0
O 1.5981 4.1742 -0.6902 0.8 0.9 0.9
H -1.8065 1.4208 0.4188 0.5 -0.1 0.2
H -3.7736 0.4590 -2.1392 0.8 0.2 0.1
O 0.6906 -1.9697 -2.6198 -0.2 -0.5 0.3
O 0.5064 0.8587 3.2576 -0.8 -0.3 0.9
O 3.0080 -1.4523 3.2747 0.1 -0.4 0.5
H 1.2757 2.0388 1.6874 0.0 0.1 -0.2
S -4.1646 -1.6996 -1.5099 0.2 -0.8 -0.5
H -3.3286 0.7242 0.3981 0.2 -0.5 -0.3
H 1.8001 -3.9189 -0.4236 -0.1 0.1 0.0
C -0.8573 1.5644 -2.4327 -0.5 -0.1 -1.4
H -0.2131 1.0812 3.8840 0.4 0.0 -0.2
O 1.7142 -2.9850 -0.2010 -0.6 -0.6 -0.4
H 2.1819 2.5322 -2.2406 -0.2 0.0 0.8
O 3.8351 -1.6430 0.0144 -1.5 -0.6 0.6
H 2.0243 3.8292 0.1227 -0.7 -0.3 0.0
H 2.0842 2.0284 -0.7507 -0.3 0.3 0.2
H 2.3276 4.7694 -0.9351 -0.5 0.1 -0.4
H -3.4770 -2.8732 -1.7882 -0.2 1.2 0.1
H 2.3998 1.7828 2.5572 0.3 -0.1 -0.1
H 0.4584 -2.4683 1.3872 0.5 -1.0 -0.4
C -3.0342 -0.3434 -2.0121 0.9 -0.9 1.9
H 2.5338 -0.7710 3.7669 -0.1 0.1 -0.5
H -2.3983 -0.4983 -2.8615 -0.7 -0.5 -1.2
N -0.6895 0.3434 -1.6787 0.3 -0.2 1.1
H -1.6392 1.2882 -3.1865 0.6 1.0 0.4
H 0.0364 0.4942 -0.9876 0.2 0.0 0.2
H -1.7075 -1.3460 1.2972 -0.3 -0.3 0.3
N -1.9520 -0.3946 1.5128 1.0 0.2 0.0
H 0.1075 -1.3295 -2.1590 0.1 0.6 -0.7
O 2.2136 1.8073 1.6106 0.4 0.1 -0.5
H -0.0714 3.9177 1.3223 0.5 0.8 0.0
H 3.2200 -0.9104 0.1756 0.7 0.6 -0.3
H 1.3551 -2.5650 -1.0086 0.3 -0.1 -0.2
C -2.2577 0.4200 0.3699 -1.4 1.4 0.4
O -0.2716 -3.0600 1.5765 -2.0 0.9 1.2
C -1.8762 -0.2068 -0.9362 0.1 -0.5 -1.7
H 0.0658 1.8805 -2.9789 -0.6 -0.7 0.4
H -1.1408 2.4414 -1.8565 -0.4 0.1 0.3
O 0.2481 3.7178 2.2250 -1.2 -0.6 -0.9
H 3.1002 -2.3495 0.0611 1.8 0.9 -0.3
H -1.4989 -1.2405 -0.7443 -0.8 0.4 0.0
H -2.5576 -0.2594 2.3037 -0.1 -0.2 0.0
H 0.0790 0.1888 2.6962 -0.1 0.1 -0.2
O 2.5632 1.9513 -1.5716 0.9 -1.2 -1.2
H 0.9119 -1.5717 -3.4695 0.0 0.1 0.3

=====

Entry 2:
10
Properties=species:S:1:pos:R:3:forces:R:3 method="wB97M-V/def2-TZVPD" gap_ev="7.878 / 7.877" multiplicity=1 e_homo_ev="-9.72 / -9.72" total_charge=0 e_above_lowest_kcal_mol=126.1
C -0.4539 -0.7426 0.8589 0.2 0.0 0.0
H -0.0243 -1.2598 1.8037 -0.1 0.9 -0.8
C 0.2274 0.2396 -0.1231 -1.6 0.3 3.8
C -1.5633 -1.3743 1.0306 0.6 -0.3 0.3
H -0.4371 0.3431 -0.9218 -0.4 -0.3 -1.9
H 1.2240 -0.0456 -0.2129 1.5 -0.4 -1.1
S -3.7676 -2.1529 -2.3731 1.3 0.4 1.4
H 0.2095 1.2512 0.3236 0.2 -0.5 0.1
O -4.0386 -0.5350 -0.1193 0.0 0.5 0.7
S -3.0045 -1.2682 -0.8066 -1.8 -0.6 -2.5

=====

Entry 3:
99
Properties=species:S:1:pos:R:3:forces:R:3 method="wB97M-V/def2-TZVPD" gap_ev=5.885 multiplicity=1 e_homo_ev=-4.13 total_charge=-1
Ga -3.3836 1.2806 -2.0464 -0.5 0.5 -0.7
H 3.2243 7.2885 0.8275 0.1 0.0 0.0
C -2.0334 -4.3371 8.3569 0.0 0.0 0.1
C 0.4438 3.4503 -2.5564 -0.5 -0.4 -0.5
H -1.8001 -5.2441 8.9127 0.0 0.0 0.0
H 3.7781 -1.9522 -1.9561 -0.4 0.0 0.1
H 1.3101 0.8547 -0.7736 0.1 -0.1 0.0
H 2.2083 3.7064 -3.7383 -0.1 -0.2 0.1
H 2.8571 0.5386 -2.9046 0.2 -0.1 0.1
H -7.1473 4.0164 -0.8115 0.0 0.0 0.1
H 3.7954 2.9925 -2.3733 -0.1 0.0 0.2
O -5.0238 0.0094 -4.5687 -0.4 0.3 -0.4
C 10.0674 -3.2938 -4.6337 0.0 0.0 -0.1
Cl -6.1240 -1.3276 1.4959 -0.1 -0.2 0.1
C 3.1140 0.9854 -1.9394 -0.2 0.8 0.4
H -3.5279 -5.2189 7.0726 0.0 0.0 0.0
Cl 0.6665 -2.4572 2.7272 0.1 -0.1 0.0
C 3.2588 6.2180 0.6281 -0.1 0.1 0.0
Cl -2.2301 -3.7729 1.4527 0.0 -0.1 0.0
H -8.6248 4.9889 -0.7035 0.0 0.0 0.0
Cl 8.4109 -2.7649 -4.2490 0.0 0.0 0.1
H -4.1160 -4.6521 8.6427 0.0 0.0 0.0
H -6.8885 -2.4351 3.4359 0.1 0.0 0.0
Cl 2.5235 5.9607 -0.9733 0.1 0.1 0.1
H -2.2705 3.5332 -2.6984 0.0 -0.2 0.0
H -0.6722 2.3898 -1.0379 0.0 -0.3 -0.1
H 9.9126 -5.1310 -3.5151 0.0 0.0 0.0
H 2.5977 -1.5348 0.2159 -0.1 0.1 -0.1
C -5.1853 2.2249 -2.1681 0.2 0.1 0.6
H 5.2762 6.1506 -0.1296 0.0 0.0 0.0
H -1.8595 2.2817 -3.8715 0.0 0.1 0.1
S -1.4093 -0.2178 0.7036 0.3 0.1 0.2
H 2.2886 -1.5649 -2.8308 0.0 -0.2 0.1
H 10.0316 -3.7446 -5.6245 0.0 0.0 0.0
H -8.1545 -1.4857 2.6416 0.0 0.1 0.1
H -0.1124 1.3682 -2.3709 -0.2 0.0 0.1
C -3.3583 -0.5747 -2.9222 0.0 -0.1 0.6
P -3.0509 0.8392 0.2876 0.3 -0.5 -0.4
C 2.8547 2.5164 -2.0615 0.1 -0.3 -0.4
H -7.0014 0.6212 3.4118 0.1 0.0 0.0
H 2.6142 2.9329 -1.0755 0.0 -0.1 -0.2
H -4.1443 0.0560 0.7250 -0.1 0.5 0.1
H -9.2695 2.6699 -0.9784 0.1 0.0 0.0
H 8.1131 -1.2498 -0.2425 0.0 0.0 0.0
C -0.5674 2.3348 -2.1288 0.3 0.8 0.0
H -3.1879 1.9960 1.0921 -0.2 -0.1 0.1
H 0.5827 4.1716 -1.7433 0.2 -0.2 -0.1
H -1.9243 -3.4820 9.0198 0.0 0.0 0.0
C -6.8865 -0.3339 3.9194 -0.1 0.1 0.1
H 10.6993 -2.4099 -4.6754 0.0 0.0 0.0
Cl -7.4869 4.9109 1.3470 0.0 0.0 0.0
H -7.6030 -0.3861 4.7380 0.0 0.0 0.0
C -3.4384 -4.4330 7.8187 -0.1 0.0 0.0
H -3.5500 -1.3439 -2.1620 0.2 0.0 -0.2
Cl -7.8797 1.6230 0.5849 0.0 -0.1 0.1
C 7.1906 -1.8294 -0.2512 0.0 0.1 0.1
H 5.1383 6.0204 1.6293 -0.1 0.0 0.0
Cl 6.1282 -1.1094 -1.4863 0.2 0.0 0.1
C 2.6816 -1.9641 -1.8852 -0.1 0.2 -0.2
H -1.4643 -1.7437 3.3952 0.0 0.0 -0.2
C -4.3406 -0.7641 -4.0109 0.5 0.1 0.4
C -8.0293 4.2229 -0.2090 0.0 0.0 -0.1
H 2.7950 0.7364 0.1473 -0.2 0.0 -0.1
H 2.3498 -3.0066 -1.7969 0.1 0.2 0.0
Cl -0.8061 -4.1900 7.0778 0.0 0.0 -0.1
H 4.1880 0.8666 -1.7502 -0.2 -0.3 -0.2
H 6.6982 -1.7161 0.7119 0.0 0.0 0.0
C 1.7751 2.9156 -3.1056 0.3 0.5 0.4
H -2.3552 -0.7781 -3.3151 -0.1 -0.1 0.0
H 11.5554 -4.6851 -3.9981 0.0 0.0 0.0
C -7.1146 -1.4802 2.9664 0.0 0.0 0.0
H -2.5156 -4.0086 3.7650 0.0 0.0 0.1
C 7.5020 -3.2746 -0.5395 0.1 0.0 0.0
C 10.6003 -4.2990 -3.6458 0.0 -0.1 -0.1
H 7.8856 -3.4013 -1.5468 0.0 0.0 0.0
Cl 10.8983 -3.5761 -2.0418 0.0 0.0 0.0
H -0.6688 -2.7301 4.6378 0.0 0.0 -0.1
C -0.8875 -2.6503 3.5727 -0.2 0.2 0.1
H 1.5821 2.0665 -3.7732 -0.1 0.1 0.1
C -1.6417 -3.8795 3.1295 0.0 -0.1 0.0
C 2.3022 0.3913 -0.7740 0.3 0.0 -0.1
H -6.0041 1.6566 -1.7092 0.0 0.0 -0.3
H -9.6777 3.1456 0.6774 0.0 0.0 0.0
H -5.4201 2.5118 -3.1962 -0.1 -0.1 0.1
H 2.6420 5.7076 1.3640 0.0 -0.1 0.0
Cl 6.0637 -4.3164 -0.3663 0.0 0.0 0.0
H -1.0196 -4.7692 3.2035 0.0 0.0 0.0
Cl -4.4684 -2.5295 -4.5808 0.0 -0.2 0.0
H -0.0357 4.0201 -3.3689 0.1 -0.1 0.1
C 4.6851 5.7322 0.6815 0.0 0.0 0.1
C 2.1379 -1.1507 -0.7044 -0.1 0.0 0.0
C -8.8584 2.9792 -0.0184 0.0 0.0 -0.1
C -1.9451 2.4855 -2.7915 0.2 -0.2 0.2
Cl -4.0118 -2.9157 7.0770 0.1 -0.1 0.0
Cl -5.2655 -0.3693 4.6705 0.0 0.0 -0.1
H 1.0630 -1.3491 -0.6083 0.2 -0.1 0.0
H -5.0724 3.1453 -1.5690 0.0 -0.1 -0.2
H 8.2470 -3.6376 0.1671 0.0 0.0 0.0
Cl 4.7759 3.9577 0.5754 0.1 0.0 0.0

=====

Entry 4:
113
Properties=species:S:1:pos:R:3:forces:R:3 method="wB97M-V/def2-TZVPD" gap_ev="5.270 / 5.270" multiplicity=1 e_homo_ev="-5.55 / -5.55" total_charge=0
C -3.5453 2.5744 -4.3177 0.7 0.1 1.2
H -4.4318 -1.2845 2.9421 -0.5 0.0 0.6
H -0.7490 0.2653 3.9979 -0.1 0.1 0.9
H -0.8938 -1.7046 4.0697 -0.9 0.1 1.1
H 0.2511 5.1023 4.5811 0.7 -0.5 -0.8
C -4.2129 2.5023 1.0687 -0.7 0.0 1.1
H -5.3027 2.4326 -3.2611 1.0 0.7 -0.2
H 0.3179 5.2352 1.1703 -0.1 -0.2 -0.3
C -5.3127 -1.8199 -1.1046 0.2 -1.8 0.8
H -4.4655 3.3618 -0.7810 0.1 0.9 -0.9
H 2.5802 -3.3940 -1.4746 1.1 -0.8 -0.1
N 1.7559 -2.9668 -1.1541 -0.5 -0.9 0.3
C 1.0895 -5.1553 -0.3962 0.6 -0.5 -0.2
C -0.7578 0.3516 2.9271 0.3 -1.3 -0.9
C 3.2344 0.6641 2.1812 0.6 0.9 -1.3
H -1.4861 2.9078 -4.9416 0.0 0.2 -0.4
C -1.2342 -3.1737 2.4768 0.9 -0.5 -0.5
H 2.7894 -6.5610 1.1583 -0.1 -0.2 -0.5
H -3.6819 1.7796 -4.9909 -0.3 -1.3 -1.1
H 3.0523 2.7729 1.0704 0.0 0.2 -0.3
C 0.0827 4.2125 1.4674 0.1 0.4 1.1
H -4.1106 1.3811 2.9195 0.0 0.3 0.6
F -6.2010 -1.1035 -1.7240 -0.9 0.8 -0.2
H 0.3042 2.2875 4.2614 -0.3 0.2 -0.8
H 5.9151 1.3737 -3.6349 0.4 -0.2 0.7
C 2.0975 1.0957 0.1934 -0.5 -0.7 0.5
C 2.5690 2.3901 0.1772 0.2 0.3 0.4
H 7.6387 -0.8475 -1.2922 -0.1 -0.1 -0.2
H -4.2837 0.1916 -2.8488 0.2 0.8 -0.2
H 0.4843 -2.0737 3.2189 -0.2 -0.4 -0.5
H -0.9203 4.3849 -3.2391 0.1 0.4 -0.2
C -2.7518 -3.2121 2.3079 -0.6 1.7 0.9
H -0.5342 4.7851 -1.0319 0.1 0.0 0.4
C -2.0568 2.7133 -4.0455 0.3 -0.5 0.6
C 1.6559 2.7208 -2.0028 0.2 0.5 -0.4
N 0.9143 -0.7763 -0.9998 -0.2 1.0 0.1
C 0.4101 3.8737 2.7673 -0.9 0.3 -0.6
C -4.1044 1.1748 -2.3703 0.5 -0.9 0.2
H 3.8046 -3.1533 0.6135 -1.2 -0.2 0.0
C -4.2649 0.0102 -0.1341 0.0 3.5 0.0
C 0.0407 2.5872 3.2218 0.2 0.4 0.5
H 4.0562 1.1138 1.5880 0.3 -0.8 0.5
C -4.2997 2.4575 -0.2699 0.1 -1.8 -0.7
N -3.1381 -1.9847 1.5651 0.6 -1.1 -0.3
C -0.9044 3.8003 -0.7375 1.3 0.8 1.0
F -5.8651 -2.3003 0.0638 0.0 0.2 -1.2
C 6.7424 -1.3348 -0.9297 0.4 0.7 0.3
C -4.2032 0.1074 1.2616 -0.4 -0.2 -1.9
C -1.7828 3.7851 -2.9894 -0.4 -0.1 -0.2
C -0.6002 -1.9190 3.0681 0.8 -0.7 0.2
C -4.2083 1.2092 -0.9995 -0.5 -0.5 1.0
O -1.5099 1.1755 0.2158 1.3 2.2 1.5
C -0.6066 -3.4777 -0.8300 -0.3 0.2 -0.3
H 1.8740 4.4940 4.1019 0.9 -0.2 0.8
C -1.1991 -5.8032 -0.2368 1.4 -1.4 0.1
C -4.2460 1.3593 1.8601 0.7 -1.1 0.3
O 5.2355 -0.0397 -2.3711 -0.7 -0.1 1.3
H 5.9608 -3.6659 1.3958 0.0 -0.3 -0.5
C -3.9756 -1.1425 1.9768 0.4 -0.2 1.2
H -1.9290 -6.5992 -0.2869 -0.2 0.0 0.5
H -3.9100 3.4533 -4.7716 -0.4 1.2 -0.7
C 0.1513 -6.1161 -0.0583 0.4 0.3 -0.7
H 0.4998 -7.1160 0.0612 0.0 -0.6 0.4
O 2.2690 0.2299 1.2517 -0.2 0.2 -0.6
H 1.1894 5.8266 3.2913 0.0 0.4 -0.5
C 0.7086 -3.8666 -0.7914 -0.1 0.4 0.3
C 5.8482 -3.0111 0.5330 -0.5 0.4 0.8
H -0.7262 -3.2865 1.5071 -0.5 -0.1 0.1
H -2.7002 4.3816 -2.8646 0.4 0.1 -0.1
H -3.1010 -4.0566 1.7270 0.3 -0.3 -0.1
H -3.5983 3.9338 2.5908 0.0 -0.1 -0.4
H 2.6191 -7.4793 -0.3795 -0.1 -0.4 0.0
H 2.8882 1.5269 2.7189 -0.6 0.2 0.9
O -4.1746 -1.1850 -0.8086 0.2 -1.2 -1.1
N 3.1859 -1.1530 -1.2556 -1.9 0.5 -1.7
C -0.6215 1.7018 2.4229 0.0 -0.2 -1.7
H 4.0983 -6.6125 -0.0019 0.1 0.6 -0.5
C 4.3781 -1.5427 -0.7434 0.6 -1.2 -0.2
C 1.1960 1.4146 -1.9812 -1.0 0.4 -1.4
C -0.9495 2.0367 1.0250 -0.8 -1.9 -0.3
H 7.9404 -2.6376 0.2562 -0.5 0.2 0.1
H 0.6220 1.0488 -2.8499 0.4 0.0 0.5
C 6.2665 0.8448 -2.7240 0.5 -1.0 -1.4
N -4.2761 2.4233 -3.0816 -1.7 -0.9 0.3
H 1.4389 3.3302 -2.8844 0.2 -0.1 0.3
H -3.7614 4.4654 0.8922 0.1 0.9 0.0
H -5.1855 4.2075 1.9419 -0.3 0.1 -0.2
C -4.1955 3.8592 1.6647 0.3 0.2 1.1
C -0.6095 3.3440 0.6094 -0.5 0.3 -1.5
H -1.9792 2.3667 -1.4147 -0.2 -0.9 -0.2
C 5.4891 -0.8723 -1.2935 0.4 -1.1 -0.5
C 6.9089 -2.3443 0.0154 2.0 0.1 -0.6
H 3.5330 -0.1506 2.8155 0.1 -0.3 0.1
N -1.4789 3.1966 -1.7082 -1.1 -0.7 1.0
H 6.5423 1.5032 -1.9267 0.0 0.6 0.5
H 3.2337 -0.4763 -2.0286 0.3 -0.3 0.9
C 1.3733 0.6053 -0.9115 0.3 -2.1 0.5
H -0.8811 -4.0577 3.0273 -0.3 0.2 0.1
C 4.5843 -2.6232 0.1339 0.0 0.8 0.1
H -1.6810 1.7428 -3.6805 -0.1 0.3 0.0
H 7.1441 0.2072 -2.9555 -0.2 0.7 -0.3
H -2.5758 -4.3857 -0.7172 0.4 0.4 0.0
C -1.4866 -4.5365 -0.5858 -2.6 1.2 -0.4
C 0.9550 4.8751 3.7295 -0.8 0.2 0.7
Sr -1.6564 -1.0620 -0.4518 0.5 -0.3 0.1
H 2.7142 4.2353 -0.9540 0.1 0.0 0.2
C 3.0189 -6.5805 0.0732 -1.2 0.3 0.8
F -5.0333 -2.8693 -1.9157 0.1 0.4 0.8
C 2.3652 3.2131 -0.9319 -0.2 -0.1 -0.1
H -3.2566 -3.2606 3.3141 0.3 0.1 -0.7
N -0.7047 -0.7408 2.2580 -0.5 1.5 -0.2
C 1.8575 -1.6560 -1.1331 0.8 1.8 0.9
O 2.4361 -5.4361 -0.5488 1.0 0.1 0.2

=====

Entry 5:
13
Properties=species:S:1:pos:R:3:forces:R:3 method="wB97M-V/def2-TZVPD" gap_ev=7.858 multiplicity=1 e_homo_ev=-8.90 total_charge=0 e_above_lowest_kcal_mol=41.6
H 1.9189 -1.6013 0.0708 -0.5 0.7 0.0
C 1.1049 0.4642 -0.0338 1.5 0.0 0.4
C -0.1864 -0.0339 -0.0552 -1.0 -0.1 0.1
H 2.4926 2.0566 -0.0802 -0.8 0.0 0.4
H -2.8225 -1.4706 0.9756 -0.2 0.0 0.1
Cl 0.2486 3.0199 -0.0008 0.6 -0.5 0.1
H -3.3565 -0.1684 -0.1386 0.3 -0.4 0.3
C -1.2890 -0.4871 -0.0198 -0.6 -0.4 -0.3
C -2.6447 -1.0022 0.0107 -0.6 0.4 -0.2
C 2.1804 -0.5300 0.0287 1.5 -0.8 -0.3
S 3.7939 -0.2728 -0.0104 -0.6 0.1 0.0
H -2.8746 -1.7296 -0.7749 0.4 0.0 0.1
C 1.4342 1.7551 0.0279 0.3 1.0 -0.8

=====

Number 1: energy -38956.0868 eV. Number 2: energy -26888.4190 eV. Number 3: energy -290225.7873 eV. Number 4: energy -79204.6368 eV. Number 5: energy -29657.8400 eV.